[1]
# C43H56AsN9O3PbS3

C43H56AsN9O3PbS3 as an isolated structure (wB97M-V/def2-TZVPD, OMol25).

Output
Max |F|: 0.46 eV/Å
HOMO level (alpha / beta): -0.468 / -0.468 Ha
Relative energy (zero: lowest compared OMol25 entry of this formula, charge and spin): 56.7 kJ/mol
Net charge: +2
Kohn-Sham gap (alpha / beta): 5.16 / 6.06 eV

CARTESIAN COORDINATES (ANGSTROEM)
1 Pb -0.256 0.614 -0.600
2 N -4.254 0.631 0.792
3 C -3.021 1.024 1.054
4 S -1.824 -0.045 1.617
5 N -2.753 2.353 0.836
6 N -1.517 2.640 1.076
7 C -0.940 3.304 1.994
8 C -1.708 3.893 3.113
9 C -2.834 4.668 2.845
10 C -3.555 5.214 3.893
11 C -3.169 4.969 5.204
12 C -2.057 4.183 5.471
13 C -1.317 3.651 4.427
14 C 0.544 3.392 1.950
15 C 1.206 4.386 2.658
16 C 2.592 4.430 2.601
17 C 3.258 3.476 1.853
18 C 2.507 2.521 1.179
19 N 1.183 2.476 1.216
20 H -4.415 -0.361 0.648
21 H -4.907 1.296 0.405
22 H -3.138 4.848 1.822
23 H -4.419 5.830 3.688
24 H -3.739 5.389 6.021
25 H -1.763 3.987 6.493
26 H -0.450 3.037 4.634
27 H 0.649 5.115 3.227
28 H 3.137 5.195 3.136
29 H 4.337 3.462 1.791
30 H 2.995 1.754 0.590
31 C -0.970 -6.779 3.158
32 C -1.309 -5.738 2.131
33 C -1.885 -4.526 2.501
34 C -2.230 -3.577 1.551
35 C -1.980 -3.832 0.211
36 C -1.422 -5.042 -0.184
37 C -1.090 -5.982 0.776
38 S -2.415 -2.631 -1.005
39 O -2.721 -3.336 -2.226
40 O -3.420 -1.764 -0.441
41 N -1.108 -1.704 -1.201
42 C -0.038 -2.036 -1.954
43 C 0.210 -3.205 -2.711
44 C 1.434 -3.358 -3.312
45 C 2.423 -2.371 -3.190
46 C 2.096 -1.237 -2.494
47 N 0.895 -1.063 -1.925
48 H -0.889 -6.344 4.153
49 H -0.031 -7.277 2.919
50 H -1.746 -7.545 3.193
51 H -2.084 -4.327 3.546
52 H -2.696 -2.646 1.843
53 H -1.285 -5.269 -1.232
54 H -0.669 -6.931 0.467
55 H -0.569 -3.943 -2.818
56 H 1.635 -4.255 -3.883
57 H 3.401 -2.485 -3.632
58 H 2.810 -0.432 -2.374
59 C 3.741 -4.551 5.502
60 C 3.142 -3.798 4.353
61 C 2.965 -4.406 3.114
62 C 2.421 -3.720 2.042
63 C 2.263 -4.437 0.724
64 C 2.058 -2.365 2.218
65 C 1.481 -1.686 1.087
66 O 1.347 -0.465 0.956
67 C 2.230 -1.729 3.469
68 C 1.829 -0.303 3.721
69 C 2.761 -2.467 4.510
70 H 3.798 -5.617 5.296
71 H 3.160 -4.401 6.411
72 H 4.752 -4.190 5.700
73 H 3.259 -5.440 2.986
74 H 2.646 -5.451 0.806
75 H 2.812 -3.941 -0.079
76 H 1.213 -4.504 0.424
77 H 1.115 -2.332 0.279
78 H 2.521 0.385 3.232
79 H 1.841 -0.101 4.790
80 H 0.837 -0.082 3.328
81 H 2.880 -1.997 5.479
82 C 2.430 4.354 -4.545
83 N 1.913 3.073 -4.071
84 C 2.669 1.912 -4.505
85 C 1.087 2.987 -2.992
86 N 1.078 1.940 -2.201
87 N 0.268 4.051 -2.775
88 C -0.501 4.643 -3.860
89 C -0.302 4.261 -1.459
90 H 2.132 4.542 -5.577
91 H 3.520 4.341 -4.498
92 H 2.068 5.161 -3.915
93 H 3.006 2.079 -5.527
94 H 2.046 1.019 -4.496
95 H 3.556 1.739 -3.884
96 H 1.914 1.386 -2.327
97 H -0.096 4.355 -4.826
98 H -0.486 5.731 -3.786
99 H -1.541 4.309 -3.794
100 H 0.436 4.015 -0.702
101 H -1.209 3.671 -1.303
102 H -0.558 5.317 -1.367
103 C -3.578 -1.038 -4.312
104 As -2.476 0.521 -4.134
105 C -3.230 1.794 -5.360
106 C -0.723 0.115 -4.808
107 S -2.503 1.370 -2.181
108 H -3.345 -1.515 -5.264
109 H -4.616 -0.708 -4.310
110 H -3.408 -1.733 -3.490
111 H -3.421 1.289 -6.307
112 H -2.546 2.625 -5.515
113 H -4.168 2.161 -4.945
114 H -0.833 -0.465 -5.724
115 H -0.164 -0.456 -4.068
116 H -0.210 1.052 -5.019

Atomic partial charges in e from the Mulliken method, atoms 1 to 8: number 1, Pb, carries 1.421; number 2, N, carries -0.147; number 3, C, carries 0.001; number 4, S, carries -0.232; number 5, N, carries -1.625; number 6, N, carries 1.352; number 7, C, carries 0.767; number 8, C, carries -0.165

[2]
# C6H12O

An isolated ion of composition C6H12O and charge +1 (wB97M-V/def2-TZVPD, OMol25).

Output
Max |F|: 3.71 eV/Å
Spin multiplicity: 2
HOMO level (alpha / beta): -0.515 / -0.515 Ha
⟨S²⟩: 0.7535
Relative energy (zero: lowest compared OMol25 entry of this formula, charge and spin): 138.0 kJ/mol
Net charge: +1
Kohn-Sham gap (alpha / beta): 9.03 / 5.31 eV

CARTESIAN COORDINATES (ANGSTROEM)
1 C 2.068 -0.074 -1.460
2 O 1.758 1.003 -2.341
3 C 0.959 -0.548 -0.508
4 C 0.378 0.546 0.428
5 C -1.093 0.276 0.807
6 C -2.187 0.981 0.364
7 C -1.259 -0.981 1.637
8 H 2.886 0.277 -0.813
9 H 2.278 -1.010 -2.044
10 H 0.798 1.072 -2.375
11 H 0.060 -0.852 -1.120
12 H 1.340 -1.319 0.162
13 H 0.991 0.522 1.365
14 H 0.298 1.558 0.055
15 H -2.215 1.989 -0.021
16 H -3.136 0.433 0.422
17 H -1.787 -0.829 2.571
18 H -0.247 -1.347 1.780
19 H -1.893 -1.696 1.089

Atomic partial charges in e from the Mulliken method, atoms 1 to 8: number 1, C, carries -0.467; number 2, O, carries -0.460; number 3, C, carries -0.680; number 4, C, carries -0.750; number 5, C, carries 0.836; number 6, C, carries -0.714; number 7, C, carries -1.159; number 8, H, carries 0.324

[3]
# C5H4NO5S2Sn

C5H4NO5S2Sn as an isolated structure (wB97M-V/def2-TZVPD, OMol25).

Output
Max |F|: 3.69 eV/Å
Spin multiplicity: 2
HOMO level (alpha / beta): -0.320 / -0.362 Ha
⟨S²⟩: 0.7576
Kohn-Sham gap (alpha / beta): 7.60 / 7.35 eV

CARTESIAN COORDINATES (ANGSTROEM)
1 Sn 6.100 0.896 10.827
2 O 9.133 1.952 12.619
3 S 7.764 1.565 12.797
4 O 7.186 1.387 14.125
5 O 6.797 2.413 11.988
6 O 7.538 0.125 12.042
7 O 7.325 1.434 9.236
8 N 6.736 1.748 8.081
9 C 7.595 1.791 7.032
10 C 7.139 2.086 5.753
11 C 5.752 2.269 5.652
12 C 4.923 2.299 6.762
13 C 5.415 2.081 7.990
14 S 4.408 2.273 9.482
15 H 8.583 1.380 7.292
16 H 7.794 2.119 4.856
17 H 5.297 2.326 4.654
18 H 3.885 2.336 6.586

Atomic partial charges in e from the Mulliken method, atoms 1 to 8: number 1, Sn, carries 1.002; number 2, O, carries -0.581; number 3, S, carries 1.250; number 4, O, carries -0.606; number 5, O, carries -0.527; number 6, O, carries -0.596; number 7, O, carries -0.618; number 8, N, carries 0.355